{"formula": "C15H30IrN2O4P2", "method": "ωB97M-V/def2-TZVPD", "multiplicity": 6, "total_charge": 0, "e_tot_ha": -1786.76217, "lumo_ha": [0.011, -0.070], "homo_lumo_gap_ev": [6.8, 4.2], "symbols": ["H", "H", "C", "N", "H", "H", "O", "O", "H", "C", "C", "H", "H", "H", "C", "H", "C", "C", "H", "C", "H", "H", "H", "H", "H", "C", "H", "C", "H", "H", "H", "C", "C", "N", "P", "O", "H", "H", "H", "P", "H", "H", "H", "C", "H", "C", "H", "C", "H", "H", "C", "O", "H", "Ir"], "xyz": [[-4.339882, 1.762178, 0.167963], [-2.856446, 0.702284, -6.494191], [3.792516, 0.737211, -0.486163], [-0.610788, 0.078308, -1.805392], [2.014260, -2.413857, -1.731509], [3.464725, -0.063083, 4.515462], [1.049869, -0.586329, 2.405204], [-0.857165, 0.830999, 0.939039], [3.341216, -1.696451, 2.067556], [-2.323118, -0.714870, -4.958726], [2.431748, 0.145489, 4.234115], [3.521141, -2.395326, 3.703731], [1.817480, 0.248180, 5.133942], [3.475740, 0.257077, -3.356973], [-1.776736, -0.897654, -3.700979], [-2.074568, 2.696922, -5.204985], [-1.990070, 1.694487, -4.785377], [-3.056472, -0.696441, 1.744668], [-2.663800, -1.585528, -5.521741], [-3.353050, 1.427888, -0.181216], [-1.680549, -1.877901, -3.225120], [4.692987, 0.528030, -1.077043], [-2.021821, 2.957035, 2.344523], [2.375041, 1.071432, 3.664941], [-4.078275, -0.538685, 2.114039], [2.433362, 0.265030, -3.009320], [-3.083098, -1.367104, 0.877777], [1.822736, -1.014844, 3.439076], [-2.444355, -1.145872, 2.544313], [3.734653, -2.080762, -1.355509], [1.858120, -0.492450, -3.558462], [2.698100, -1.875977, -1.066676], [-2.427707, 0.575101, -5.502441], [-0.777853, -1.097414, 4.465067], [2.348397, -0.093521, -1.208504], [-1.189130, -1.971660, 3.694819], [3.611837, 1.816939, -0.476445], [3.937327, 0.386709, 0.542119], [2.515397, -2.179623, -0.029651], [-2.364457, 0.878667, 1.230368], [-1.077232, 2.387178, -2.937148], [1.997187, 1.254377, -3.199112], [-3.606769, 2.224568, 2.786885], [-1.254993, 0.228246, -2.962002], [2.218802, -2.946323, 2.639454], [-2.543393, 2.025930, 2.600305], [-2.078884, 1.576190, 3.491396], [2.802074, -2.080810, 2.943599], [-2.855758, 2.256345, -0.699196], [1.294574, -1.538733, 4.224765], [-1.432099, 1.539768, -3.529012], [-1.382134, -0.074693, 4.790514], [-3.492001, 0.597914, -0.886091], [0.443289, 0.275434, -0.356668]], "atomic_forces_ev_per_a": [[0.257, -0.106, -0.047], [0.090, -0.009, 0.192], [0.277, -0.015, -0.161], [-1.841, -0.181, -2.912], [0.124, 0.017, 0.139], [-0.020, 0.010, -0.027], [0.092, -0.192, 0.834], [-2.747, 1.155, 1.785], [0.113, -0.130, 0.168], [0.051, 0.158, 0.168], [-0.333, 0.299, 0.266], [-0.032, 0.048, -0.012], [0.258, 0.324, -0.054], [-0.259, -0.040, -0.025], [0.528, 0.502, 0.612], [-0.057, -0.286, 0.033], [-0.001, -0.154, 0.183], [0.016, 0.200, -0.417], [0.026, 0.313, 0.123], [0.038, 0.130, -0.111], [-0.073, 0.261, -0.331], [-0.077, 0.035, 0.143], [-0.179, -0.161, 0.054], [0.118, 0.036, 0.002], [0.186, 0.026, -0.111], [0.436, -0.029, 0.120], [-0.019, 0.055, 0.133], [1.312, -0.327, -1.332], [-0.006, 0.090, -0.053], [-0.142, -0.139, 0.072], [0.084, 0.242, 0.168], [0.233, 0.071, -0.130], [-0.034, -0.113, -0.139], [2.443, -0.523, 1.493], [2.611, -0.377, -1.620], [-1.241, 0.780, -0.176], [0.050, -0.181, 0.045], [-0.085, 0.106, -0.182], [0.120, -0.028, -0.224], [-0.034, -0.222, 0.957], [-0.092, -0.189, -0.280], [0.095, -0.274, 0.039], [0.255, -0.001, 0.036], [-0.866, -0.041, -0.951], [0.017, -0.137, -0.102], [-0.152, 0.161, -0.173], [-0.136, -0.037, -0.270], [0.369, 0.202, -0.290], [-0.108, -0.143, 0.107], [-1.578, -0.168, 0.254], [0.311, -0.561, 0.365], [-1.256, -0.360, -0.947], [0.109, 0.201, 0.158], [0.748, -0.301, 2.426]]}